Density functional theory data (ωB97M-V with the def2-TZVPD basis set) for the molecule C3H3FO2 in a non-equilibrium geometry.

Computed properties:
Calculated total energy: -366.37082 hartree
Gap between HOMO and LUMO: 0.3678 Ha
Relative energy (zero: lowest compared OMol25 entry of this formula, charge and spin): 48.5 kcal per mole
SMILES string: O=CO/C=C/F
Charge: 0

Positions of all 9 atoms, in Å:
C  -1.327  -0.376  -0.206
C  -0.472  0.772  -0.107
C  1.676  -0.131  0.139
H  -0.882  -1.443  -0.340
H  -1.261  1.677  -0.170
H  2.755  0.038  0.540
O  0.871  0.981  -0.010
O  1.228  -1.224  -0.053
F  -2.587  -0.294  0.207